ORCA calculation (ωB97M-V/def2-TZVPD) on a 2-piece molecular cluster, C5H11O2 overall in a non-equilibrium geometry.

XYZ file:
```
18
Properties=species:S:1:pos:R:3:forces:R:3
C -1.81523 -1.36302 -1.08919 -0.1 0.0 0.2
C -0.73775 -0.65551 -1.88509 1.2 -1.9 -0.9
H -2.80314 -1.13147 -1.56199 0.6 -0.8 0.8
H -1.61895 -2.40170 -0.77655 -0.2 -0.3 -1.5
H -1.76210 -1.03636 -0.07197 -0.5 1.4 0.6
H 0.26056 -0.78521 -1.46194 -0.2 0.3 0.4
H -0.94934 0.37457 -1.99418 -0.2 1.1 0.0
H -0.56416 -1.07679 -2.90116 -0.6 0.2 0.3
C 0.82190 1.37568 0.81707 -2.2 -2.4 -1.3
C 1.90780 0.23671 0.70302 0.1 -0.7 -1.3
C -0.03018 1.12719 2.11468 0.6 0.1 1.7
O 0.62854 0.92488 3.15416 1.4 -0.1 0.4
O -1.27064 1.10446 2.12927 -0.9 0.3 -1.8
H 1.32986 2.30569 0.75189 0.2 1.0 0.4
H -0.04211 1.35593 0.04702 1.8 0.0 0.5
H 1.74958 -0.67289 0.05105 -0.8 1.0 0.3
H 1.98876 -0.20970 1.68407 0.5 0.3 0.4
H 2.90660 0.52753 0.28984 -0.6 0.4 0.7
```
Forces are in eV/Å.

Results
Orbital gap: 7.4 eV
LUMO level: 0.1407 Eh
HOMO energy: -3.6 eV
Charge: -1
Energy relative to the best compared isomer or geometry (same formula, charge and spin): 1.159 eV
Spin multiplicity: 1



ORCA calculation (ωB97M-V/def2-TZVPD) on C41H46BrCl5CuN5OPTe as an isolated structure.

XYZ file:
```
102
Properties=species:S:1:pos:R:3:forces:R:3
Cu -0.01120 -0.13410 0.56252 -0.4 0.1 -0.4
Cl -1.91611 -7.55116 0.73031 0.0 0.0 0.0
C -1.92980 -5.83187 0.87847 0.1 0.1 0.0
C -1.01501 -5.18188 1.70798 0.0 -0.1 0.0
Cl 0.14822 -6.10783 2.58829 0.0 0.0 0.0
C -1.03099 -3.80346 1.82024 0.1 0.1 0.1
Cl 0.09675 -2.97730 2.85172 -0.1 -0.1 0.0
C -1.92945 -2.97717 1.09658 0.0 -0.1 0.0
O -1.88334 -1.70848 1.13344 0.2 0.2 0.1
C -2.86059 -3.67904 0.29169 -0.2 -0.2 -0.1
Cl -3.97770 -2.71640 -0.61832 0.0 -0.1 0.0
C -2.85546 -5.05921 0.17525 0.0 0.0 0.0
Cl -3.98265 -5.84004 -0.87479 0.0 0.0 0.0
N 2.61652 4.67114 9.72183 0.0 0.0 0.0
C 2.12493 4.13553 8.83299 -0.1 -0.1 -0.1
C 1.50501 3.45921 7.72129 0.1 0.1 0.2
C 0.12823 3.25613 7.71759 0.0 0.0 -0.1
C -0.46854 2.60403 6.65347 0.1 0.1 0.0
C 0.31872 2.14381 5.60661 -0.1 -0.1 -0.1
C 1.69525 2.33438 5.60894 0.0 0.0 0.1
C 2.28736 3.00373 6.66445 0.0 0.0 -0.1
N -0.28945 1.46411 4.52338 0.0 0.0 0.0
C -1.34504 0.57012 4.57825 0.1 0.0 0.1
C -1.55869 0.15909 3.30501 0.0 0.0 -0.1
N -0.67463 0.79806 2.45786 0.4 -0.4 -0.1
C 0.07242 1.55421 3.22386 -0.1 0.2 -0.1
H -0.47207 3.62008 8.53911 0.0 0.0 0.0
H -1.54068 2.47277 6.62559 0.0 0.0 0.0
H 2.30317 1.93943 4.80702 0.0 0.0 0.0
H 3.35696 3.15871 6.67966 0.0 0.0 0.0
H -1.79101 0.27636 5.50981 0.0 0.0 0.0
H -2.23949 -0.57988 2.92276 0.0 0.0 0.0
H 0.84736 2.22829 2.90093 0.0 0.0 0.0
Br 6.50064 0.26554 2.50254 0.1 0.0 0.0
C 4.69408 0.08349 2.01761 0.0 0.0 0.0
C 3.96128 1.19862 1.64179 0.0 -0.1 0.0
C 2.64031 1.00427 1.28597 0.0 0.0 -0.1
N 2.03616 -0.18611 1.29625 -0.1 0.0 0.1
C 2.75542 -1.24238 1.67487 0.0 0.0 0.0
C 4.09079 -1.16060 2.03783 0.0 0.1 0.0
H 4.40285 2.18307 1.60498 0.0 0.0 0.0
H 2.04007 1.84367 0.95327 0.0 0.0 0.0
H 2.24116 -2.19343 1.69769 0.0 0.0 0.0
H 4.62933 -2.04865 2.33212 0.0 0.0 0.0
C -1.62086 2.54013 -0.76861 0.0 -0.1 0.0
Te -2.15410 0.46335 -0.80084 0.0 0.1 0.3
C -3.66009 1.29812 0.55994 0.0 0.0 0.0
C -3.97488 2.63306 -0.04245 0.1 0.0 -0.1
C -5.22995 3.22506 -0.01657 0.0 0.0 0.0
C -5.44251 4.44982 -0.63511 0.0 0.0 0.0
C -4.40129 5.08710 -1.29315 0.0 0.0 0.0
C -3.14513 4.49678 -1.33738 0.0 0.0 0.0
C -2.92622 3.27668 -0.71618 0.0 -0.1 0.0
H -0.99204 2.78755 -1.61956 0.0 0.1 0.0
H -1.04628 2.65716 0.15406 0.0 0.1 0.0
H -3.16382 1.39813 1.52524 0.0 0.0 0.1
H -4.52234 0.64258 0.66248 0.0 0.0 0.0
H -6.04631 2.72255 0.48765 0.0 0.0 0.0
H -6.42505 4.90192 -0.61134 0.0 0.0 0.0
H -4.57011 6.03571 -1.78471 0.0 0.0 0.0
H -2.33555 4.98220 -1.86862 0.0 0.0 0.0
C 3.19759 -0.85887 -4.19778 0.0 0.0 0.0
C 2.35960 -0.01690 -3.23273 0.0 0.1 0.0
C 3.17143 0.23679 -1.95812 0.0 0.0 0.0
C 2.16624 1.37960 -3.84798 0.0 0.0 0.0
P 0.66248 -0.70173 -2.72753 0.0 -0.2 0.0
N 0.13143 0.06064 -1.46275 0.2 0.2 0.4
C 0.81137 -2.56576 -2.42865 0.0 -0.1 0.0
C 1.03415 -3.46866 -3.64689 0.0 0.0 0.0
C -0.45766 -3.04075 -1.70303 0.0 0.1 0.0
C 1.96592 -2.80181 -1.44507 0.0 0.1 0.0
C -0.47256 -0.46417 -4.21304 -0.1 0.0 -0.1
C 0.12984 -0.83537 -5.57642 0.0 0.0 0.0
C -1.73287 -1.33182 -4.04746 0.0 0.0 0.0
C -0.93797 1.00108 -4.29073 0.0 0.1 0.0
H 4.08681 -0.28237 -4.46939 0.0 0.0 0.0
H 2.67860 -1.10569 -5.12186 0.0 0.0 0.0
H 3.54715 -1.78434 -3.74429 0.0 0.0 0.0
H 4.06927 0.80222 -2.22129 0.0 0.0 0.0
H 3.48635 -0.66935 -1.44838 0.0 -0.1 0.0
H 2.57045 0.83348 -1.27945 0.0 0.0 0.1
H 3.14273 1.86760 -3.89200 0.0 0.0 0.0
H 1.50893 2.00028 -3.23869 0.0 0.0 0.0
H 1.77771 1.34846 -4.86243 0.0 0.0 0.0
H 0.17803 -3.48124 -4.31935 0.0 0.0 0.0
H 1.16598 -4.49401 -3.28964 0.0 0.0 0.0
H 1.91988 -3.21118 -4.22222 0.1 0.0 0.0
H -1.30035 -3.19804 -2.37076 0.0 0.0 0.0
H -0.76310 -2.33180 -0.93403 0.0 0.0 0.0
H -0.24733 -3.99561 -1.21548 0.0 0.0 0.0
H 2.94720 -2.67308 -1.89855 0.0 0.0 0.0
H 1.90273 -3.82976 -1.08102 0.0 0.0 0.0
H 1.88718 -2.13670 -0.58584 0.0 0.0 0.0
H 0.49380 -1.85940 -5.62262 0.0 0.0 0.0
H 0.93488 -0.17114 -5.88134 0.0 0.0 0.0
H -0.66145 -0.74160 -6.32512 0.0 0.0 0.0
H -1.52943 -2.38771 -4.21115 0.0 0.0 0.0
H -2.45201 -1.02048 -4.80860 0.0 0.0 0.0
H -2.21917 -1.22451 -3.08000 0.0 0.0 0.0
H -0.18611 1.65144 -4.73050 -0.1 0.0 0.0
H -1.21007 1.41280 -3.32120 0.0 -0.1 0.0
H -1.82220 1.04271 -4.93020 0.0 0.0 0.0
```
Forces are in eV/Å.

Results
Orbital gap (spin up / spin down): 6.5 / 6.4 eV
LUMO level (spin up / spin down): -0.0159 / -0.0271 Eh
HOMO energy (spin up / spin down): -6.9 / -7.2 eV
Expectation value of S²: 0.7600
Energy relative to the best compared isomer or geometry (same formula, charge and spin): 0.628 eV
Spin multiplicity: 2



ORCA calculation (ωB97M-V/def2-TZVPD) on a 2-piece molecular cluster, C5H13NO overall in a non-equilibrium geometry.

XYZ file:
```
20
Properties=species:S:1:pos:R:3:forces:R:3
C -0.72091 -1.84002 2.03226 0.1 -1.1 0.3
C 0.22414 -0.78748 2.56877 0.4 -0.2 -0.2
N 0.06203 0.44618 1.98921 -0.8 0.1 0.1
O 1.16062 -1.06862 3.28258 -0.2 0.2 0.4
H -1.79535 -1.68461 2.12281 0.1 0.8 -0.5
H -0.61778 -2.79468 2.54725 0.6 0.2 0.3
H -0.35990 -2.05266 1.02670 -0.6 0.1 -0.3
H 0.37124 1.29635 2.43176 0.4 -0.3 0.2
H -0.77559 0.56618 1.44490 0.0 0.0 0.1
C -0.39001 -0.42017 -1.61619 0.9 1.5 0.4
C 0.37373 0.82935 -1.12637 1.3 0.7 -1.1
C 0.66233 1.78437 -2.31747 -1.0 -1.6 -0.3
H -1.43590 -0.13349 -1.62687 -0.3 -0.7 0.2
H -0.06846 -1.26738 -1.03071 -0.7 -0.4 0.3
H -0.08365 -0.60269 -2.63020 0.0 -0.3 -0.6
H -0.14233 1.34418 -0.32865 -0.1 0.1 0.1
H 1.38960 0.61216 -0.78681 -0.3 -0.5 0.5
H 1.31885 2.62568 -2.13576 -0.2 0.3 0.2
H 1.12876 1.13407 -3.06478 0.3 0.3 0.0
H -0.30143 2.01329 -2.78241 0.2 0.8 0.0
```
Forces are in eV/Å.

Results
Orbital gap: 10.6 eV
LUMO level: 0.0304 Eh
SMILES: CC(N)=O.CCC
HOMO energy: -9.8 eV
Energy relative to the best compared isomer or geometry (same formula, charge and spin): 0.639 eV
Spin multiplicity: 1



spin multiplicity of number 2 (C41H46BrCl5CuN5OPTe)?
2



Which of these has the highest spin multiplicity?
C41H46BrCl5CuN5OPTe